# C44H59Cl2FO3

A cluster of 5 separate species, C44H59Cl2FO3 in total (wB97M-V/def2-TZVPD, the OMol25 dataset).

Geometry as XYZ:
```
109
Properties=species:S:1:pos:R:3:forces:R:3:lowdin_charge:R:1
C 1.652515 1.675375 4.247493 0.38 -0.44 -0.23 -0.115
O 1.540117 1.974826 5.683452 1.51 -0.24 -0.56 -0.267
C 2.844780 1.921557 6.366953 1.59 -0.02 0.18 -0.218
C 3.383696 0.406685 6.699597 -0.22 0.04 0.34 -0.190
C 2.273471 -0.550626 7.470055 0.73 -0.97 -0.66 -0.192
C 1.098361 -1.125912 6.431177 0.00 -0.34 1.29 -0.206
C -0.362029 -0.453789 6.751701 -0.53 -0.23 -0.10 -0.219
C -1.467903 -0.607113 5.533472 -0.76 0.26 1.10 -0.210
C -1.728514 -2.150189 5.044347 0.60 0.16 0.55 -0.204
C -0.759114 -2.668163 3.827455 -0.73 -1.26 -0.25 -0.211
C -1.427250 -2.494306 2.324464 1.33 0.26 -0.58 -0.190
C -1.158070 -0.973895 1.681918 0.63 -0.86 0.31 -0.172
C 0.359844 -1.015009 1.064046 -0.07 0.26 -0.26 -0.144
C 0.776880 0.484769 0.452144 1.26 -1.65 0.59 -0.274
O -0.398958 1.315934 0.152489 0.94 2.16 2.45 -0.091
C -0.360781 2.548685 1.002956 4.10 5.03 -0.92 -0.209
O 0.470384 3.582111 0.695557 -5.06 -7.24 1.72 -0.031
C -1.297499 2.768547 2.348169 -0.96 0.22 -0.22 -0.088
C -1.005764 4.203353 3.123888 -0.43 -0.51 0.61 -0.149
C -1.860652 4.226047 4.560377 0.36 -0.83 0.04 -0.115
F -3.208926 3.565675 4.409348 2.66 1.48 0.08 -0.167
C 1.735187 0.162113 -0.857589 4.00 1.56 -0.36 -0.445
Cl 0.943224 -0.705519 -2.335915 1.04 1.65 2.50 0.567
C 3.197208 0.496797 -0.948219 -4.28 -0.45 0.90 -0.556
C 3.985796 1.278966 0.262603 0.74 -0.06 -0.34 -0.119
Cl 4.151404 0.007830 -2.482506 -1.33 0.82 2.65 0.532
H 0.711255 1.016897 3.940403 2.10 1.38 0.63 0.085
H 1.705170 2.653238 3.583119 -0.19 -1.83 1.42 0.097
H 2.651458 1.075511 4.073810 -2.06 0.99 0.08 0.098
H 2.865155 2.548678 7.379723 -0.69 -1.33 -2.29 0.141
H 3.650976 2.424578 5.670040 -1.47 -0.85 1.30 0.125
H 3.737527 -0.108688 5.691549 -0.80 0.91 2.15 0.108
H 4.342625 0.505618 7.402569 -2.04 -0.08 -1.59 0.122
H 1.823181 -0.055107 8.434957 0.78 -0.74 -2.05 0.117
H 2.872556 -1.511181 7.846773 -1.21 2.14 -0.75 0.109
H 1.002219 -2.286184 6.679335 0.14 2.42 -0.74 0.116
H 1.452825 -1.044983 5.318999 -0.73 0.12 2.11 0.088
H -0.308808 0.691757 7.028167 0.22 -2.33 -0.67 0.108
H -0.793148 -1.009724 7.714969 0.88 1.15 -2.07 0.122
H -2.501155 -0.228835 5.997057 2.22 -0.68 -1.03 0.120
H -1.213660 0.150852 4.674425 -0.40 -1.66 1.46 0.070
H -1.506676 -2.844632 5.981524 -0.54 1.47 -1.87 0.113
H -2.874803 -2.276494 4.796225 2.41 0.15 0.21 0.115
H -0.634088 -3.845395 3.981790 -0.23 2.50 -0.33 0.116
H 0.343605 -2.237614 3.869388 -2.47 -0.63 -0.08 0.094
H -0.803620 -3.225760 1.616929 -1.53 1.44 1.43 0.110
H -2.549829 -2.819583 2.256711 2.14 0.72 0.43 0.112
H -1.943122 -0.681342 0.863887 1.62 -0.67 1.53 0.125
H -1.181090 -0.153216 2.515620 -0.09 -1.61 -1.51 0.076
H 0.487452 -1.860016 0.230999 -0.56 1.98 1.72 0.109
H 1.168546 -1.291291 1.895835 -1.82 0.72 -1.67 0.126
H 1.351544 1.020120 1.335570 -0.67 -1.09 -2.25 0.132
H -1.178213 1.929481 3.158351 -0.08 1.35 -1.88 0.086
H -2.438789 2.752450 2.014469 2.47 -0.10 0.60 0.147
H -1.350512 5.147849 2.524369 0.96 -2.04 0.83 0.123
H 0.151368 4.216388 3.393037 -2.59 0.34 -0.59 0.112
H -1.293596 3.568083 5.373750 -1.31 1.48 -1.74 0.124
H -2.035745 5.329472 4.952375 0.26 -2.46 -0.93 0.130
H 4.792908 2.035940 -0.184733 -1.82 -1.87 0.82 0.098
H 3.300879 1.924011 0.962219 0.96 -1.41 -1.67 0.072
H 4.548634 0.495080 0.950136 -1.12 1.57 -1.59 0.095
C -3.732794 6.230865 -1.094711 0.16 0.00 0.04 -0.100
C -2.924820 7.365093 -1.020440 0.02 -0.15 0.00 -0.101
C -1.539845 7.230822 -0.927802 -0.09 -0.21 -0.01 -0.096
C -0.962389 5.961077 -0.905016 -0.14 0.07 0.00 -0.091
C -1.771005 4.826673 -0.969910 -0.19 0.08 -0.07 -0.099
C -3.155766 4.960924 -1.066344 0.13 0.19 0.02 -0.091
H -4.811426 6.335911 -1.173656 0.14 -0.01 0.02 0.098
H -3.374844 8.354604 -1.035603 0.06 -0.15 -0.01 0.098
H -0.910240 8.115063 -0.873380 -0.09 -0.12 -0.01 0.099
H 0.116750 5.856164 -0.835458 -0.16 -0.04 0.03 0.100
H -1.321612 3.836908 -0.946174 -0.11 0.29 -0.15 0.082
H -3.785606 4.076836 -1.119276 0.08 0.11 -0.01 0.100
C -0.000517 -6.639456 -4.014944 0.02 0.19 0.04 -0.096
C 0.954016 -6.432398 -3.019552 -0.09 0.12 -0.05 -0.098
C 1.207918 -5.142915 -2.553147 -0.16 -0.02 -0.16 -0.091
C 0.509792 -4.058789 -3.085613 -0.02 -0.18 -0.05 -0.103
C -0.438127 -4.264763 -4.087596 0.08 -0.17 0.09 -0.089
C -0.694773 -5.554684 -4.551408 0.13 0.02 0.15 -0.097
H -0.202919 -7.645068 -4.373401 0.04 0.14 0.04 0.099
H 1.499958 -7.276835 -2.606324 -0.09 0.12 -0.06 0.099
H 1.949467 -4.982328 -1.774970 -0.09 -0.02 -0.11 0.100
H 0.705518 -3.054361 -2.720644 -0.03 -0.37 -0.09 -0.001
H -0.978090 -3.419332 -4.506925 0.10 -0.11 0.05 0.080
H -1.435180 -5.715297 -5.330582 0.11 0.01 0.09 0.095
C -4.684358 -3.324729 -6.615605 0.03 0.20 0.04 -0.093
C -3.729826 -3.117671 -5.620213 -0.09 0.12 -0.07 -0.094
C -3.475923 -1.828188 -5.153808 -0.13 -0.02 -0.15 -0.095
C -4.174048 -0.744062 -5.686274 -0.02 -0.18 -0.06 -0.094
C -5.121968 -0.950035 -6.688257 0.07 -0.13 0.07 -0.098
C -5.378614 -2.239957 -7.152069 0.14 0.00 0.14 -0.098
H -4.886760 -4.330341 -6.974062 0.03 0.14 0.04 0.100
H -3.183883 -3.962109 -5.206985 -0.11 0.12 -0.04 0.079
H -2.734373 -1.667601 -4.375631 -0.10 -0.01 -0.09 0.094
H -3.978323 0.260367 -5.321306 -0.02 -0.14 -0.05 0.101
H -5.661931 -0.104606 -7.107587 0.08 -0.13 0.07 0.100
H -6.119022 -2.400569 -7.931244 0.11 0.03 0.11 0.099
C 3.905800 -0.850110 -6.068098 0.04 -0.03 -0.19 -0.096
C 2.704494 -1.239426 -6.659796 0.13 -0.01 -0.08 -0.089
C 2.673622 -1.596829 -8.007415 0.17 0.05 0.06 -0.096
C 3.844299 -1.560765 -8.765336 -0.01 0.06 0.20 -0.100
C 5.043876 -1.162508 -8.175972 -0.12 -0.01 0.08 -0.101
C 5.075539 -0.808694 -6.827380 -0.20 -0.06 -0.07 -0.094
H 3.930806 -0.578142 -5.016374 -0.06 -0.05 -0.24 0.028
H 1.791644 -1.265121 -6.069938 0.14 -0.01 -0.07 0.097
H 1.737848 -1.903468 -8.467351 0.13 0.04 0.07 0.100
H 3.821080 -1.841629 -9.814604 0.00 0.04 0.14 0.098
H 5.955238 -1.128609 -8.767937 -0.14 -0.01 0.09 0.098
H 6.010877 -0.500619 -6.367661 -0.13 -0.04 -0.06 0.099
```
Forces are in eV/Å.

As for the HOMO energy: -0.3354 Eh. For the HOMO-LUMO gap, the calculation gives 9.08 eV. As for the SMILES: COCCCCCCCCCCC[C@H](OC(=O)CCCF)/C(Cl)=C(\C)Cl.c1ccccc1.c1ccccc1.c1ccccc1.c1ccccc1.

=====

# C44H60N4O7P3Rb

A structure of composition C44H60N4O7P3Rb (wB97M-V/def2-TZVPD, the OMol25 dataset).

Geometry as XYZ:
```
119
Properties=species:S:1:pos:R:3:forces:R:3:lowdin_charge:R:1
Rb -0.045534 1.031219 -0.921959 0.25 0.39 -0.16 0.845
N -0.540400 4.069033 0.828979 0.14 0.02 0.10 0.108
C -0.919345 4.165651 2.151896 -0.02 -0.01 -0.04 -0.338
C -1.915543 5.080881 2.513356 -0.03 0.02 0.04 -0.034
C -2.274031 5.249078 3.835039 -0.01 0.03 -0.01 -0.094
C -1.649376 4.514978 4.837958 0.01 -0.01 -0.01 -0.104
C -0.672316 3.599497 4.487932 -0.03 0.01 0.01 -0.087
C -0.295001 3.401335 3.159322 -0.02 -0.07 0.06 -0.312
P 0.815953 2.052561 2.624579 0.00 -0.09 -0.09 1.097
C 1.022128 1.019303 4.118935 0.02 0.03 0.03 -0.379
C 0.316495 -0.180177 4.188607 0.01 0.02 -0.01 -0.106
C 0.427431 -1.008223 5.297611 0.01 0.00 0.03 -0.080
C 1.260163 -0.648552 6.347082 0.01 0.01 0.00 -0.086
C 1.982130 0.537185 6.282607 -0.02 -0.04 0.02 -0.075
C 1.862131 1.363956 5.177223 0.04 0.06 0.00 -0.099
C 2.457460 2.847295 2.476183 -0.09 0.09 0.01 -0.367
C 2.574022 4.193545 2.137662 -0.04 -0.03 -0.03 -0.082
C 3.814370 4.739561 1.839551 0.07 0.01 -0.01 -0.080
C 4.956770 3.954128 1.893759 -0.02 0.00 0.02 -0.089
C 4.852169 2.618826 2.263097 0.03 0.02 -0.01 -0.084
C 3.612165 2.070460 2.546769 0.04 -0.09 -0.03 -0.121
H -1.235730 4.216098 0.106411 0.02 -0.04 0.00 0.060
H 0.063894 3.291250 0.609595 0.00 0.09 0.00 -0.015
H -2.397283 5.660723 1.734966 0.01 0.00 0.00 0.112
H -3.048622 5.962827 4.087914 0.00 0.00 0.00 0.101
H -1.927914 4.649119 5.874749 0.01 -0.01 -0.01 0.096
H -0.208050 3.004764 5.263791 0.02 -0.01 0.01 0.093
H -0.319755 -0.469706 3.359555 0.00 -0.02 0.02 0.073
H -0.127834 -1.937397 5.339731 0.00 0.01 -0.01 0.102
H 1.352715 -1.293217 7.211940 0.00 0.00 0.00 0.101
H 2.639782 0.815987 7.096216 -0.01 0.00 0.00 0.104
H 2.436208 2.283334 5.123300 -0.05 -0.05 0.04 0.115
H 1.690730 4.818216 2.088531 0.01 0.00 0.00 0.097
H 3.885877 5.784747 1.564726 0.00 -0.01 0.01 0.104
H 5.924426 4.380553 1.660922 -0.01 0.00 0.00 0.100
H 5.739785 2.000107 2.324097 -0.01 0.00 0.00 0.104
H 3.542032 1.024683 2.826251 0.01 0.01 -0.03 0.101
N -2.928753 4.102328 -3.304446 -0.02 0.02 -0.09 0.152
C -2.167992 3.130034 -2.722077 0.26 -0.04 0.10 -0.548
O -1.672630 3.326110 -1.601167 -0.11 -0.08 -0.10 -0.114
C -1.937879 1.893975 -3.539046 -0.15 -0.21 -0.14 -0.337
C -0.652425 1.972715 -4.384037 0.04 0.25 0.16 -0.181
H -2.825677 5.034139 -2.937676 0.01 0.02 0.01 0.099
H -3.062249 4.026573 -4.298902 -0.02 0.03 0.00 0.096
H -2.816525 1.740368 -4.178720 0.08 -0.01 -0.07 0.093
H -1.903122 1.016772 -2.882986 -0.15 0.12 0.17 0.033
H -0.752850 2.777121 -5.132109 -0.02 -0.08 0.01 -0.036
H 0.186342 2.286695 -3.730231 -0.05 -0.06 -0.02 -0.042
C 3.726642 3.670909 -2.428247 0.00 -0.04 0.00 -0.041
C 4.834268 2.843550 -2.470503 -0.03 0.02 0.01 -0.052
C 4.823746 1.665314 -1.742396 0.15 0.00 -0.11 -0.009
C 3.704943 1.346397 -0.984840 -0.01 -0.16 0.17 -0.215
N 2.642022 2.147236 -0.941799 -0.10 0.07 0.04 0.055
C 2.650599 3.269736 -1.650629 0.05 0.03 0.01 -0.127
C 3.639463 0.089423 -0.160553 -0.04 0.28 -0.11 -0.216
C 4.739076 -0.752688 -0.030670 0.14 -0.10 0.04 -0.006
C 4.639447 -1.876395 0.769714 -0.06 -0.03 0.02 -0.056
C 3.444694 -2.132932 1.425116 0.04 0.00 0.00 -0.054
C 2.403434 -1.238279 1.234916 0.06 0.01 -0.04 -0.150
N 2.491985 -0.160857 0.466113 -0.13 0.01 -0.04 0.088
H 3.683898 4.592762 -2.990651 -0.01 0.00 0.00 0.108
H 5.696175 3.104301 -3.070904 0.00 0.00 0.00 0.109
H 5.678520 1.005882 -1.784251 -0.02 0.03 -0.01 0.100
H 1.750511 3.875526 -1.600199 0.01 0.01 0.00 0.115
H 5.670859 -0.538749 -0.533994 -0.03 -0.01 0.02 0.102
H 5.487253 -2.539401 0.885662 0.00 0.00 0.00 0.108
H 3.326105 -2.991711 2.072260 -0.01 0.01 0.00 0.105
H 1.453489 -1.383348 1.740470 -0.03 0.00 0.04 0.097
C -5.237668 -3.769336 -1.606073 -0.04 0.03 -0.02 -0.039
C -4.013758 -2.901641 -1.800130 0.04 -0.01 -0.01 -0.424
C -4.332903 -1.543387 -2.386336 -0.07 0.00 -0.06 -0.037
O -3.416482 -2.790785 -0.475439 -0.04 -0.03 0.04 -0.175
P -2.173696 -1.913739 -0.049713 -0.04 0.02 -0.06 0.454
O -2.161066 -0.529687 -0.545666 -0.18 -0.19 -0.04 -0.389
C -0.704945 -2.871057 -0.473738 0.11 -0.11 0.06 -0.198
P 0.066845 -2.532072 -2.079128 0.09 0.09 0.10 0.434
O 0.833669 -1.280039 -2.077746 -0.05 -0.21 0.04 -0.355
O 1.033394 -3.741560 -2.404902 0.22 0.04 0.03 -0.161
C 0.998741 -5.157133 -2.148007 -0.08 -0.02 -0.03 -0.422
C 1.525335 -5.449054 -0.753369 -0.02 0.01 -0.02 -0.038
C -0.356991 -5.774892 -2.430757 -0.06 -0.09 0.03 -0.035
O -1.160393 -2.631960 -3.049545 -0.15 0.07 -0.23 -0.205
C -1.215524 -2.285660 -4.491787 -0.02 0.03 0.16 -0.383
C -1.413148 -3.586881 -5.236785 0.06 -0.01 -0.07 -0.050
C -0.029048 -1.485223 -4.979125 -0.07 -0.15 -0.01 -0.056
O -2.180505 -2.072395 1.518892 0.07 0.02 0.16 -0.176
C -3.053627 -1.355848 2.453707 0.07 0.03 -0.06 -0.407
C -2.963547 0.151532 2.292174 0.00 -0.01 0.03 -0.041
C -4.474507 -1.868780 2.352933 -0.04 -0.01 -0.02 -0.044
H -5.707873 -3.964269 -2.570808 -0.01 0.00 0.01 0.087
H -5.960878 -3.265198 -0.962404 0.00 0.00 -0.01 0.086
H -4.971307 -4.721793 -1.148493 0.01 0.00 -0.01 0.082
H -3.287680 -3.415309 -2.431142 0.00 -0.01 -0.01 0.120
H -4.983320 -0.983807 -1.711144 0.00 0.01 -0.02 0.096
H -4.857208 -1.686476 -3.333032 -0.01 0.01 0.00 0.093
H -3.436645 -0.952681 -2.567473 -0.04 -0.02 0.02 0.056
H -0.956696 -3.924207 -0.349566 0.02 0.05 -0.01 0.062
H 0.075997 -2.626181 0.250967 -0.04 -0.02 0.04 0.070
H 1.711876 -5.553207 -2.872849 0.00 0.00 0.00 0.144
H 0.815552 -5.154418 0.019975 0.00 0.00 0.01 0.070
H 2.459913 -4.913662 -0.587983 0.01 -0.01 0.00 0.084
H 1.711300 -6.518895 -0.647168 0.00 0.01 -0.01 0.087
H -1.134192 -5.404896 -1.757977 0.05 -0.03 -0.04 0.073
H -0.285004 -6.855175 -2.293939 -0.02 0.01 -0.01 0.091
H -0.670945 -5.577878 -3.453850 0.01 0.00 0.03 0.064
H -2.112282 -1.667930 -4.561052 -0.01 -0.02 0.01 0.138
H -0.491672 -4.173853 -5.220589 -0.02 0.01 -0.01 0.081
H -1.657193 -3.371047 -6.277589 0.00 -0.01 0.01 0.088
H -2.221529 -4.179666 -4.806487 -0.02 0.01 0.00 0.076
H 0.906666 -2.021761 -4.803210 0.01 0.02 0.02 0.084
H -0.004644 -0.478656 -4.554064 0.04 0.04 -0.01 0.038
H -0.153653 -1.359237 -6.056954 0.02 0.02 0.00 0.092
H -2.632469 -1.644844 3.418232 0.00 0.02 0.00 0.135
H -3.422230 0.483148 1.362275 -0.02 0.00 0.01 0.083
H -1.931506 0.501905 2.299621 0.00 -0.02 -0.03 0.053
H -3.477875 0.621231 3.132862 -0.01 0.00 -0.02 0.097
H -4.935507 -1.563505 1.412616 0.01 0.01 0.01 0.080
H -5.058669 -1.449173 3.173368 -0.01 -0.02 -0.01 0.089
H -4.506020 -2.956080 2.416253 0.01 0.01 0.01 0.088
```
Forces are in eV/Å.

As for the relative energy (zero: lowest compared OMol25 entry of this formula, charge and spin): 100.6 kJ/mol. As for the HOMO energy: -0.1645 Eh. For the HOMO-LUMO gap, the calculation gives 4.66 eV.

=====

> What is the HOMO-LUMO gap in the first record?

9.08 eV

=====

> Which of these has the lowest HOMO-LUMO gap?

C44H60N4O7P3Rb